(1)
DFT (wB97M-V/def2-TZVPD) results for 2 unconnected molecules or ions with the total composition C3H8NO2.

Geometry as ORCA input:
```
! RIJCOSX wB97M-V def2-TZVPD def2/J DEFGRID3
* xyz 1 1
C -1.0634 0.9936 0.0870
C -0.0571 0.0592 -0.2725
C 1.3730 0.0030 -0.4964
N -0.7206 -0.1784 0.9365
O -1.2060 -1.4670 -1.3553
O 1.7453 0.3733 0.8156
H -0.6747 1.8687 0.5628
H -2.1087 0.8219 -0.3124
H 1.7508 0.7632 -1.0831
H 1.5540 -1.0583 -0.7235
H -0.1790 0.0937 1.7176
H -1.4725 -0.8633 0.9633
H -1.2063 -1.2270 -2.2328
H 2.2654 -0.1825 1.3931
*
```

Values from the calculation:
* relative energy (zero: lowest compared OMol25 entry of this formula, charge and spin): 150.8 kcal/mol
* HOMO (spin up / spin down): -15.44 / -14.93 eV
* LUMO level (spin up / spin down): -5.676 / -5.698 eV

***

(2)
DFT (wB97M-V/def2-TZVPD) results for 2 unconnected molecules or ions with the total composition C3H8NO2.

Geometry as ORCA input:
```
! RIJCOSX wB97M-V def2-TZVPD def2/J DEFGRID3
* xyz 1 1
C 2.4073 -0.2978 -0.2834
C -3.1509 -0.1474 0.1509
C 0.5157 1.0957 0.0918
N 1.0174 -0.0555 -0.0911
O 0.2898 -1.1811 -0.0998
O -2.0022 0.0198 0.0780
H 2.9726 -0.6853 0.6015
H 2.9484 0.7367 -0.4484
H 2.7622 -1.1504 -0.9671
H -0.7286 -1.1779 0.0238
H -3.7396 -0.9856 0.7529
H -3.9037 0.6804 -0.2949
H -0.5798 1.2442 0.4237
H 1.1914 1.9041 0.0620
*
```

Values from the calculation:
* relative energy (zero: lowest compared OMol25 entry of this formula, charge and spin): 117.0 kcal/mol
* HOMO: -14.88 eV
* LUMO level: -4.448 eV

***

(3)
DFT (wB97M-V/def2-TZVPD) results for a molecular structure, C3H8NO2.

Geometry as ORCA input:
```
! RIJCOSX wB97M-V def2-TZVPD def2/J DEFGRID3
* xyz 1 1
C 0.2301 1.2112 0.2812
C 2.2934 -0.5612 0.1546
C -1.5991 -0.2951 0.0255
N -0.8546 0.9349 -0.3655
O 1.5879 0.1834 -0.4647
O -0.7883 -1.4222 -0.1362
H 0.3416 0.8033 1.2424
H 0.6178 2.1879 0.1191
H 2.2460 -0.4913 1.1949
H 2.6425 -1.4105 -0.3846
H -1.9311 -0.2860 1.0600
H -2.4675 -0.3912 -0.5965
H -1.1085 1.4123 -1.2708
H -1.2102 -1.8754 -0.8595
*
```

Values from the calculation:
* relative energy (zero: lowest compared OMol25 entry of this formula, charge and spin): 73.2 kcal/mol
* HOMO: -15.43 eV
* LUMO level: -4.391 eV

***

(4)
DFT (wB97M-V/def2-TZVPD) results for a gas-phase ion, C3H8NO2 (charge +1).

Geometry as ORCA input:
```
! RIJCOSX wB97M-V def2-TZVPD def2/J DEFGRID3
* xyz 1 1
C -0.8771 0.4197 -0.2964
C 0.3564 -0.8157 0.0275
C 2.2150 0.5561 0.1227
N -2.1801 -0.2654 -0.0391
O -0.1796 0.0342 0.9041
O 1.5915 -0.6663 -0.3877
H -0.7861 1.4558 -0.5314
H 0.0767 -1.7677 -0.1895
H 2.6441 0.9623 -0.8378
H 3.1641 0.1474 0.5283
H 1.6521 1.1384 0.6938
H -2.3683 -1.0308 -0.6831
H -3.0755 0.2917 -0.2433
H -2.2332 -0.4598 0.9321
*
```

Values from the calculation:
* relative energy (zero: lowest compared OMol25 entry of this formula, charge and spin): 112.9 kcal/mol
* HOMO: -13.72 eV
* structure (SMILES): CO[C@H]1O[C@@H]1[NH3+]
* LUMO level: -3.723 eV

***

Energy readings, ordered: -323.88702 -323.94076 -324.01061 -323.94737 hartree